Entry 1:
A 2-piece molecular cluster, C6H11NO overall. Source: OMol25; level of theory: wB97M-V/def2-TZVPD.

```
19
Properties=species:S:1:pos:R:3:mulliken_charge:R:1
C -1.3599 -2.0661 1.1971 -1.12
C -0.5103 -1.0054 0.6706 1.23
C 0.6516 -0.9817 -0.0273 -1.23
N 0.9660 0.4547 -0.2420 0.02
C 0.2095 1.1441 0.6507 0.20
C -0.7784 0.2372 1.2211 -0.59
C 0.4824 2.6770 0.6072 -1.17
H -0.7072 -2.9273 1.6549 0.25
H -2.0810 -2.0244 2.0900 0.29
H -2.1056 -2.2565 0.3975 0.23
H 1.2869 -1.6557 -0.5596 0.47
H 1.5303 0.8616 -0.9495 0.21
H -1.5004 0.5383 1.9649 0.37
H -0.3326 3.1398 -0.0105 0.27
H 0.4284 3.4554 1.3691 0.36
H 1.3540 3.0865 -0.0773 0.23
H 0.2442 -0.1381 -3.7390 0.26
H -0.3085 -1.1813 -2.7211 0.32
O 0.4075 -0.5139 -2.9552 -0.59
```

Values from the calculation:
SMILES string   Cc1c[nH]c(C)c1.O
HOMO-LUMO gap   8.2266 eV
Energy above the lowest of the compared OMol25 structures with the same formula, charge and spin   302.67 kJ/mol
Spin multiplicity   1

Entry 2:
An isolated molecule of C20H18N6O2. Source: OMol25; level of theory: wB97M-V/def2-TZVPD.

```
46
Properties=species:S:1:pos:R:3:mulliken_charge:R:1
O -1.1659 2.5031 -2.7092 -0.79
N -1.8562 -2.5365 -1.5458 -0.81
N 0.4005 1.7457 0.9674 -0.69
N 0.9031 0.4133 2.8562 -0.61
O -1.0081 -4.0947 0.3587 -0.65
C -0.5467 2.2176 -1.7032 1.06
C 0.9036 1.5988 2.1945 -0.62
C 1.2603 -4.4651 3.8935 -0.57
C 1.6400 -3.3483 4.5955 -0.57
C -1.3415 -0.2229 -1.4945 0.50
C -0.7161 0.9276 -0.9468 -0.82
C 0.5380 -4.3553 2.7108 -0.63
C -0.4872 -2.9910 0.9411 0.57
C 1.3439 -2.0958 4.0531 -0.50
C -1.2911 -1.5271 -0.9269 0.91
C -0.1503 0.7166 0.3321 0.93
C 0.1989 -3.1001 2.1681 0.42
C -0.6242 -1.7276 0.3088 -0.62
C 0.4870 -0.6833 2.2135 0.47
C 0.6561 -1.9483 2.8200 0.54
C -0.1158 -0.5753 0.9567 -0.37
N -1.9652 -0.0661 -2.7574 -0.24
N 2.5643 4.8596 -0.4887 -0.48
N 0.4079 3.1273 -1.3342 -0.17
C -2.4695 -2.3901 -2.9060 -0.82
C -3.0119 -1.0103 -3.1388 -0.65
C 2.0274 4.8423 -1.8563 -0.62
C 0.5490 4.4549 -1.8816 -0.63
H -1.3859 -3.7720 -0.4832 0.54
H 1.3454 2.4820 2.6551 0.46
H 1.3787 -5.4329 4.3686 0.35
H 2.2136 -3.5017 5.5401 0.33
H 0.2076 -5.2179 2.1410 0.45
H 1.6828 -1.1978 4.5538 0.46
H -2.0473 0.8946 -3.0998 0.31
H 3.5699 4.7340 -0.4884 0.18
H 2.2384 5.6607 0.0183 0.18
H 0.8738 2.9200 -0.4420 0.45
H -1.7273 -2.6195 -3.6608 0.33
H -3.2752 -3.1051 -3.0281 0.42
H -3.9044 -0.8492 -2.5375 0.33
H -3.2539 -0.8703 -4.2091 0.37
H 2.1415 5.8315 -2.2965 0.35
H 2.6228 4.1188 -2.4601 0.36
H 0.2282 4.4714 -2.9333 0.31
H -0.0390 5.1848 -1.3184 0.26
```

Values from the calculation:
SMILES string   NCCNC(=O)c1c2c(c3c(O)c4ccccc4c4ncnc1c34)=NCCN2
HOMO-LUMO gap   6.4738 eV
Energy above the lowest of the compared OMol25 structures with the same formula, charge and spin   0.00 kJ/mol
Spin multiplicity   1

Entry 3:
A 40-piece molecular cluster, H80O40 overall. Source: OMol25; level of theory: wB97M-V/def2-TZVPD.

```
120
Properties=species:S:1:pos:R:3:mulliken_charge:R:1
H -1.1441 -0.2523 3.7037 0.26
H -1.1081 -1.9535 3.5987 0.16
O -1.2523 -1.1155 3.1591 -0.19
H -0.5437 4.4964 2.8103 0.28
H -2.2613 4.6272 2.6151 0.25
O -1.4049 4.1199 2.9059 -0.55
H -0.0049 -3.2603 1.0722 0.14
H -0.9744 -2.0878 0.9010 0.09
O -0.7602 -2.9853 0.4919 -0.36
H 4.4822 -3.8145 2.3158 0.35
H 5.3727 -2.6647 2.4914 0.29
O 5.3574 -3.5995 2.7229 -0.66
H -3.9712 -0.5157 3.1190 0.25
H -4.8940 0.5655 2.6438 0.24
O -4.0055 0.1818 2.4364 -0.57
H 0.8833 -0.5564 2.3444 -0.17
O 1.6231 -1.1709 2.2215 -0.11
H -5.3714 -0.4945 -1.7743 0.52
O -5.5144 0.4099 -2.0250 -0.66
H 2.2162 -1.1986 0.6157 0.02
H 2.8423 -0.6872 -0.4473 0.33
O 1.8682 -0.7996 -0.2796 -0.30
H -0.2849 3.5808 -5.1381 0.29
H -1.0448 4.6719 -4.4751 0.31
O -0.1561 4.3772 -4.5781 -0.67
H -1.5997 0.2124 -6.4145 0.41
H -2.9021 0.9312 -5.7210 0.27
O -2.0657 1.0713 -6.1689 -0.68
H -0.2494 2.4821 0.6068 0.10
H 0.8118 3.2076 1.3741 -0.17
O -0.0753 2.8128 1.4879 0.07
H -0.7129 -1.1729 -5.0970 0.40
O -1.3223 -1.4851 -5.7376 -0.74
H -0.9737 2.1936 -3.4867 -0.02
H 0.2901 2.9296 -3.3790 0.29
O -0.0596 2.0310 -3.2943 -0.01
H 0.2278 -1.0865 5.6706 0.42
H -0.6141 0.0681 6.3113 0.38
O -0.4391 -0.8849 6.3449 -0.68
H 0.3195 -1.7574 -2.1270 0.15
H -0.0889 -1.7214 -0.7207 0.07
O -0.5335 -1.5535 -1.6844 0.04
H 3.4594 0.9967 4.2462 0.23
H 3.1168 0.6586 2.7676 0.15
O 3.1368 0.3688 3.6504 -0.55
H 3.5568 3.4997 3.9508 0.25
H 4.1828 3.4606 2.3687 0.38
O 3.5566 3.8372 3.0580 -0.57
H 5.1040 2.4781 -2.9457 0.30
H 4.5867 1.6838 -4.1783 0.28
O 4.6698 1.6195 -3.2482 -0.56
H -1.2264 -3.6053 -4.3875 0.31
O -1.6931 -4.5019 -4.2032 -0.74
H 6.3312 -0.5813 -0.4986 0.24
H 5.1632 -1.1424 -1.5413 0.29
O 5.4637 -0.7700 -0.7351 -0.54
H 0.9874 3.9084 -1.5625 0.20
O 1.9131 4.1650 -1.7234 -0.61
H 2.8258 -2.2884 1.8580 0.40
H 3.2941 -2.5656 0.2414 0.23
O 3.2326 -2.7934 1.1639 -0.56
H 1.1190 0.5110 -4.2719 0.22
H 1.0250 -0.0275 -2.7825 0.31
O 1.5850 0.0027 -3.6186 -0.62
H 2.3469 3.4190 1.2841 0.48
H 2.5718 4.5557 0.4815 0.26
O 3.0948 3.7439 0.6086 -0.72
H -3.9239 -0.5208 -1.5412 0.33
H -2.3996 -0.6271 -1.6168 0.16
O -3.1861 -0.8384 -2.1529 -0.65
H -1.7496 2.2580 2.9150 0.46
H -2.5649 1.1315 3.1090 0.13
O -1.9702 1.6742 3.6554 -0.79
H -3.0060 0.9712 0.3422 0.22
H -2.5477 -0.0398 1.3861 0.27
O -2.2506 0.3303 0.4736 -0.45
H 1.4610 -2.8770 4.8362 0.23
H 2.1871 -1.4520 5.0540 0.30
O 1.4694 -1.8999 4.6662 -0.60
H -0.3181 -5.2476 1.5732 0.21
H 0.5987 -6.2145 1.6995 0.34
O -0.2653 -6.1919 1.2883 -0.60
H -0.2573 2.8517 5.6648 0.25
H -1.1028 1.6421 5.1700 0.52
O -0.5418 1.9989 5.8941 -0.74
H 1.3411 -4.5206 -1.0777 0.28
H 2.5656 -4.0053 -1.8292 0.30
O 2.2785 -4.3573 -0.9223 -0.57
H -4.9215 -3.5368 -1.0662 0.32
O -5.0259 -2.6127 -1.1684 -0.65
H -4.3136 1.7955 -4.2118 0.29
H -2.8403 1.9043 -4.8052 0.27
O -3.4619 2.1789 -4.0899 -0.60
H -2.0392 -4.3620 -3.3000 0.55
H 2.2655 -1.2322 2.9870 0.24
H 2.5914 3.5384 -1.4551 0.35
H -4.6695 0.5468 -2.5132 0.38
H -2.2012 -1.7171 -5.3746 0.34
H -4.3527 -2.5772 -1.8506 0.31
O 0.3904 5.6523 1.1494 -0.62
H -0.2277 5.0235 0.7946 0.31
H 0.9569 5.9980 0.4674 0.29
O -0.4424 -4.3119 4.1058 -0.51
H -0.1897 -5.1347 4.4960 0.25
H -1.3716 -4.3863 4.2876 0.27
O -4.1555 2.7632 -0.6773 -0.68
H -4.0364 2.4209 -1.5897 0.27
H -4.8910 2.1940 -0.5049 0.31
O 0.3487 -5.3484 -2.5785 -0.69
H -0.5772 -4.9971 -2.8342 0.32
H 0.2273 -6.0644 -1.9703 0.28
O -2.4107 4.7058 -1.7377 -0.57
H -2.5290 3.7973 -1.9450 0.29
H -3.1081 5.2096 -1.3677 0.26
O -2.2651 -3.6854 -1.7765 -0.72
H -1.7292 -2.8321 -1.9770 0.42
H -1.8193 -4.0333 -0.9204 0.26
O 5.4765 2.7119 0.9012 -0.65
H 5.9065 1.9971 0.4625 0.30
H 4.5865 2.6597 0.4976 0.33
```

Values from the calculation:
HOMO-LUMO gap   10.1330 eV
Energy above the lowest of the compared OMol25 structures with the same formula, charge and spin   1127.12 kJ/mol
Spin multiplicity   1

Entry 4:
C19H17N4O3Pd as an isolated structure. Source: OMol25; level of theory: wB97M-V/def2-TZVPD.

```
44
Properties=species:S:1:pos:R:3:mulliken_charge:R:1
Pd -0.4458 0.1057 -0.1107 0.32
C -0.1738 -2.3323 3.2057 -1.04
C 0.2619 -1.7996 1.8650 1.23
O -0.7306 -1.5093 1.0791 -0.75
C 1.5928 -1.7064 1.5497 -1.66
C 2.0415 -1.4953 0.1978 1.55
C 3.3216 -2.1360 -0.2562 -1.32
N 1.2949 -0.8760 -0.6483 0.30
N 1.5560 -0.9987 -2.0040 -0.74
C 0.4117 -0.9506 -2.6336 0.73
O -0.7331 -0.8015 -2.0806 -0.90
C 0.4482 -1.1141 -4.1194 0.38
C -0.7247 -0.9535 -4.8474 -0.43
C -0.7186 -1.0992 -6.2277 -0.55
C 0.4604 -1.4074 -6.8909 -0.33
C 1.6356 -1.5674 -6.1663 -0.61
C 1.6303 -1.4216 -4.7883 -0.26
H -0.7505 -1.5654 3.7276 0.09
H 0.6705 -2.6391 3.8217 0.35
H -0.8393 -3.1829 3.0475 0.28
H 2.3187 -2.0326 2.2815 0.23
H 3.9573 -2.3539 0.6013 0.43
H 3.8401 -1.4923 -0.9643 0.34
H 3.0998 -3.0720 -0.7733 0.24
H -1.6302 -0.7082 -4.3094 0.39
H -1.6368 -0.9673 -6.7874 0.37
H 0.4660 -1.5202 -7.9685 0.36
H 2.5596 -1.8055 -6.6797 0.36
H 2.5357 -1.5385 -4.2087 0.45
N -1.3057 1.1857 1.0702 -0.77
C -2.0265 0.6960 2.1336 0.19
C -3.0847 -0.2134 1.9817 -0.09
C -3.8337 -0.6017 3.0778 -0.66
C -3.5157 -0.1412 4.3505 -0.38
C -2.4573 0.7456 4.5154 -0.51
C -1.7396 1.1872 3.4181 -0.09
H -3.2951 -0.5966 0.9925 0.44
H -4.6556 -1.2944 2.9433 0.35
H -4.0913 -0.4677 5.2076 0.37
H -2.2073 1.1137 5.5032 0.34
H -0.9353 1.9039 3.5232 0.40
O -1.2870 3.6040 -1.8811 -0.63
C -0.6484 2.6733 -1.5032 0.78
N 0.0573 1.7744 -1.1593 -0.56
```

Values from the calculation:
HOMO-LUMO gap (spin up / spin down)   6.2085 / 6.1531 eV
Energy above the lowest of the compared OMol25 structures with the same formula, charge and spin   0.00 kJ/mol
Charge   -1
Spin multiplicity   1

Entry 5:
C13H38MoNO8P2Si4 as an isolated structure. Source: OMol25; level of theory: wB97M-V/def2-TZVPD.

```
67
Properties=species:S:1:pos:R:3:mulliken_charge:R:1
Mo 0.2494 1.3497 0.3425 0.75
N -2.2769 3.1732 -3.4523 -0.08
C -1.3565 3.1479 -2.2450 0.41
C -0.6101 4.4866 -2.1612 -1.74
P -2.1883 2.8656 -0.6448 0.84
O -3.6772 2.5343 -1.0818 -0.61
O -2.0378 3.9603 0.3121 -0.69
O -1.5636 1.5049 -0.1073 -0.26
P -0.1206 1.8114 -2.7143 0.70
O -0.9126 0.4521 -2.3947 -0.26
O -0.0347 1.9621 -4.1904 -0.84
O 1.0025 1.9024 -1.7151 -0.46
H -2.5975 4.1160 -3.6706 0.37
H -3.0924 2.5707 -3.3291 0.34
H -1.6602 2.7841 -4.2064 0.39
H -1.2980 5.3132 -1.9800 0.51
H -0.0471 4.6595 -3.0807 0.48
H 0.0962 4.4629 -1.3361 0.25
H -4.3312 2.7828 -0.4109 0.36
H -0.8517 -0.1687 -3.1358 0.29
C 2.8194 -1.0175 2.9288 -0.65
Si 1.0011 -1.3860 2.8424 0.29
C 0.6929 -3.1015 3.4926 -1.06
C 0.0760 -0.1185 3.8695 -1.04
Si 0.1608 -1.1378 0.6432 0.17
Si 1.5591 -2.2261 -0.8994 0.61
C 1.1434 -2.0548 -2.7114 -1.08
C 1.5052 -4.0387 -0.4642 -1.10
C 3.2712 -1.5150 -0.6649 -0.88
Si -2.1175 -1.7576 0.6346 0.65
C -2.2667 -3.5403 1.1547 -1.07
C -2.8957 -1.6063 -1.0536 -0.83
C -3.1142 -0.7158 1.8301 -1.16
H 3.1201 -0.9363 3.9776 0.41
H 3.0822 -0.0802 2.4370 0.06
H 3.4144 -1.8108 2.4724 0.25
H 1.1103 -3.1807 4.5009 0.39
H 1.1744 -3.8602 2.8724 0.27
H -0.3678 -3.3414 3.5528 0.30
H 0.4882 -0.0670 4.8810 0.44
H -0.9874 -0.3524 3.9505 0.25
H 0.1621 0.8868 3.4366 0.22
H 0.1281 -2.3826 -2.9541 0.26
H 1.8340 -2.6934 -3.2691 0.45
H 1.2894 -1.0323 -3.0668 0.26
H 0.4915 -4.4367 -0.5554 0.26
H 1.8448 -4.2243 0.5572 0.28
H 2.1494 -4.6079 -1.1404 0.42
H 3.2331 -0.4385 -0.4851 0.03
H 3.8725 -1.6775 -1.5636 0.43
H 3.7946 -1.9707 0.1767 0.32
H -1.7459 -4.2109 0.4669 0.27
H -3.3240 -3.8203 1.1637 0.40
H -1.8652 -3.7182 2.1510 0.27
H -2.3664 -2.2048 -1.8001 0.26
H -2.9134 -0.5719 -1.3990 -0.02
H -3.9262 -1.9681 -0.9998 0.49
H -3.0265 -1.0969 2.8502 0.35
H -4.1709 -0.7559 1.5511 0.40
H -2.8127 0.3322 1.8485 0.24
C 3.1908 3.8479 0.2716 -1.02
C 3.1435 2.5560 1.0034 0.50
O 3.9226 2.0750 1.7418 -0.46
O 1.9481 1.8147 0.7060 -0.50
H 4.0922 4.3816 0.5543 0.38
H 2.3089 4.4434 0.5101 0.26
H 3.1844 3.6467 -0.8007 0.24
```

Values from the calculation:
HOMO-LUMO gap (spin up / spin down)   6.9964 / 7.0242 eV
Charge   +1
Spin multiplicity   1